Version P
A molecular structure, C42H33N4O6PSTi, computed with wB97M-V/def2-TZVPD.

Calculated values
Spin multiplicity ... 3
Frontier orbital gap (spin up / spin down) ... 5.9 / 7.6 eV
Expectation value of S² ... 2.020

Geometry (Å):
Ti (0.348, -0.286, -0.086)
C (-2.421, 0.602, -3.493)
O (-3.208, 0.239, -2.326)
C (-2.342, 0.045, -1.325)
N (-1.090, 0.206, -1.613)
C (-0.951, 0.530, -3.030)
C (-0.089, 1.762, -3.132)
C (1.192, 1.593, -3.488)
C (2.268, 2.574, -3.431)
C (2.180, 3.824, -2.971)
C (0.919, 4.510, -2.535)
C (-0.683, 3.060, -2.667)
C (-2.686, -0.342, 0.000)
C (-3.933, -0.721, 0.469)
C (-4.050, -1.224, 1.752)
C (-2.892, -1.382, 2.535)
C (-1.690, -0.981, 2.024)
N (-1.558, -0.418, 0.789)
C (-0.401, -1.166, 2.646)
N (0.670, -0.801, 2.028)
C (1.829, -1.256, 2.801)
C (1.168, -2.014, 3.977)
O (-0.253, -1.769, 3.821)
C (2.793, -0.181, 3.236)
C (2.486, 1.169, 3.200)
C (3.442, 2.109, 3.574)
C (4.696, 1.705, 3.998)
C (4.998, 0.350, 4.055)
C (4.053, -0.584, 3.671)
H (-2.734, 1.594, -3.810)
H (-2.642, -0.119, -4.274)
H (-0.436, -0.291, -3.530)
H (1.503, 0.595, -3.781)
H (3.245, 2.203, -3.716)
H (3.090, 4.412, -2.923)
H (1.105, 5.557, -2.306)
H (-1.761, 2.979, -2.524)
H (-4.791, -0.642, -0.186)
H (-5.013, -1.533, 2.134)
H (-2.933, -1.836, 3.516)
H (2.393, -1.947, 2.172)
H (1.473, -1.647, 4.951)
H (1.316, -3.091, 3.914)
H (1.503, 1.491, 2.879)
H (3.198, 3.162, 3.529)
H (5.440, 2.439, 4.281)
H (5.979, 0.023, 4.378)
H (4.308, -1.639, 3.673)
O (4.142, -0.264, 0.465)
S (3.581, 0.471, -0.634)
O (4.258, 0.406, -1.899)
O (2.122, 0.175, -0.811)
C (3.617, 2.212, -0.171)
C (4.912, 2.691, 0.000)
C (5.157, 4.034, 0.213)
C (4.094, 4.928, 0.230)
C (2.804, 4.451, 0.079)
C (2.531, 3.087, -0.093)
P (0.764, 2.614, -0.145)
C (0.115, 3.236, 1.462)
C (0.693, 4.144, 2.344)
C (0.061, 4.467, 3.538)
C (-1.164, 3.907, 3.865)
C (-1.759, 3.009, 2.991)
C (-1.122, 2.675, 1.805)
C (0.026, 3.770, -1.455)
C (-0.922, 4.766, -0.819)
C (-1.695, 5.687, -1.407)
C (-1.839, 5.982, -2.827)
C (-1.189, 5.341, -3.798)
C (-0.214, 4.234, -3.576)
H (5.735, 1.989, -0.055)
H (6.174, 4.381, 0.345)
H (4.265, 5.989, 0.362)
H (1.977, 5.155, 0.086)
H (1.659, 4.580, 2.134)
H (0.537, 5.161, 4.221)
H (-1.647, 4.164, 4.800)
H (-2.713, 2.555, 3.231)
H (-1.580, 1.957, 1.142)
H (-0.992, 4.738, 0.259)
H (-2.297, 6.294, -0.739)
H (-2.520, 6.781, -3.091)
H (-1.357, 5.640, -4.827)
H (0.177, 3.890, -4.530)
O (1.140, -3.980, -2.064)
C (0.793, -3.103, -1.350)
N (0.410, -2.249, -0.605)

These are the Löwdin partial charges, in e, on atoms 1 to 6: number 1, Ti, carries 0.965; number 2, C, carries -0.042; number 3, O, carries 0.042; number 4, C, carries -0.314; number 5, N, carries 0.041; number 6, C, carries -0.222

***

Version Q
A molecular structure, C42H33N4O6PSTi, computed with wB97M-V/def2-TZVPD.

Calculated values
Spin multiplicity ... 3
Frontier orbital gap (spin up / spin down) ... 5.9 / 8.7 eV
Expectation value of S² ... 2.025

Geometry (Å):
Ti (-1.656, -0.241, -0.416)
C (-5.108, 2.725, 0.011)
O (-5.585, 1.375, 0.267)
C (-4.501, 0.597, 0.122)
N (-3.351, 1.151, 0.002)
C (-3.566, 2.610, -0.074)
C (-2.845, 3.395, 0.991)
C (-3.174, 3.238, 2.332)
C (-2.463, 3.907, 3.313)
C (-1.423, 4.758, 2.958)
C (-1.113, 4.941, 1.619)
C (-1.820, 4.261, 0.639)
C (-4.604, -0.836, -0.057)
C (-5.749, -1.601, 0.046)
C (-5.722, -2.952, -0.298)
C (-4.510, -3.484, -0.779)
C (-3.401, -2.678, -0.857)
N (-3.396, -1.352, -0.490)
C (-2.087, -3.080, -1.337)
N (-1.127, -2.228, -1.372)
C (0.090, -2.995, -1.730)
C (-0.494, -4.342, -2.207)
O (-1.861, -4.342, -1.731)
C (1.031, -2.429, -2.764)
C (2.154, -3.192, -3.081)
C (3.084, -2.742, -4.003)
C (2.899, -1.514, -4.624)
C (1.774, -0.761, -4.325)
C (0.836, -1.218, -3.407)
H (-5.449, 3.359, 0.827)
H (-5.561, 3.049, -0.925)
H (-3.199, 2.936, -1.050)
H (-3.970, 2.558, 2.618)
H (-2.713, 3.763, 4.356)
H (-0.863, 5.279, 3.723)
H (-0.312, 5.613, 1.336)
H (-1.541, 4.363, -0.403)
H (-6.666, -1.133, 0.376)
H (-6.608, -3.564, -0.225)
H (-4.442, -4.516, -1.092)
H (0.660, -3.127, -0.802)
H (0.000, -5.221, -1.797)
H (-0.525, -4.406, -3.297)
H (2.321, -4.138, -2.577)
H (3.953, -3.345, -4.234)
H (3.621, -1.152, -5.343)
H (1.616, 0.195, -4.808)
H (-0.033, -0.624, -3.182)
O (-0.855, 1.402, 1.068)
S (-1.229, 0.514, 2.243)
O (-1.445, -0.864, 1.617)
O (0.505, -0.341, -0.336)
C (0.376, 0.383, 3.025)
C (0.415, 0.538, 4.401)
C (1.633, 0.572, 5.068)
C (2.807, 0.470, 4.345)
C (2.762, 0.307, 2.966)
C (1.551, 0.251, 2.282)
P (1.722, -0.044, 0.481)
C (2.742, -1.544, 0.477)
C (2.445, -2.472, 1.484)
C (3.061, -3.710, 1.515)
C (3.993, -4.047, 0.541)
C (4.270, -3.151, -0.477)
C (3.635, -1.917, -0.520)
C (2.587, 1.435, -0.068)
C (1.955, 2.642, 0.247)
C (2.487, 3.843, -0.190)
C (3.653, 3.859, -0.940)
C (4.286, 2.668, -1.256)
C (3.754, 1.461, -0.827)
H (-0.516, 0.654, 4.941)
H (1.660, 0.694, 6.142)
H (3.764, 0.517, 4.846)
H (3.695, 0.220, 2.422)
H (1.721, -2.229, 2.252)
H (2.817, -4.408, 2.304)
H (4.489, -5.008, 0.570)
H (4.966, -3.414, -1.261)
H (3.819, -1.285, -1.378)
H (1.027, 2.641, 0.806)
H (1.977, 4.766, 0.048)
H (4.066, 4.799, -1.282)
H (5.196, 2.671, -1.841)
H (4.276, 0.553, -1.091)
O (-0.299, 2.921, -2.456)
C (-0.889, 1.905, -2.292)
N (-1.481, 0.886, -2.128)

These are the Löwdin partial charges, in e, on atoms 1 to 6: number 1, Ti, carries 0.996; number 2, C, carries -0.047; number 3, O, carries 0.033; number 4, C, carries -0.312; number 5, N, carries 0.067; number 6, C, carries -0.207

***

Which is most stable, and by how much? version Q, by 80.6 kcal/mol.

***

Version P
A molecular structure, C6H12N3O, computed with wB97M-V/def2-TZVPD.

Calculated values
Charge ... +1
Frontier orbital gap ... 9.8 eV

Geometry (Å):
C (-0.102, -0.168, 0.558)
C (-0.812, -0.935, 2.151)
C (0.928, 1.218, -0.851)
C (0.323, 0.160, -1.701)
C (0.482, 1.979, 1.517)
C (-0.460, -2.178, -0.796)
N (-1.993, -1.377, 2.056)
N (0.354, 1.064, 0.496)
N (-0.089, -0.814, -0.602)
O (-2.615, -1.984, 2.906)
H (-0.079, -0.979, 3.008)
H (2.016, 1.234, -0.812)
H (0.716, 2.187, -1.369)
H (-0.708, 0.518, -2.198)
H (1.055, -0.099, -2.406)
H (0.714, 1.486, 2.412)
H (1.305, 2.591, 1.291)
H (-0.411, 2.480, 1.775)
H (-1.514, -2.439, -1.318)
H (0.423, -2.672, -1.405)
H (-0.585, -2.661, 0.236)
H (-2.371, -1.219, 1.087)

These are the Löwdin partial charges, in e, on atoms 1 to 6: number 1, C, carries -0.052; number 2, C, carries 0.099; number 3, C, carries -0.113; number 4, C, carries -0.055; number 5, C, carries -0.017; number 6, C, carries -0.060

***

Version Q
A gas-phase ion, C6H12N3O (charge +1), computed with wB97M-V/def2-TZVPD.

Calculated values
Charge ... +1
Frontier orbital gap ... 10.4 eV
SMILES ... CO[C@@H]1N=C(C)CNC1=[NH2+]

Geometry (Å):
C (2.440, 1.704, 0.183)
O (2.111, 0.330, 0.186)
C (0.928, 0.074, -0.498)
N (-0.116, 0.830, -0.038)
C (-1.336, 0.410, 0.111)
C (-2.453, 1.330, 0.421)
C (-1.725, -1.022, -0.189)
N (-0.626, -1.914, 0.037)
C (0.670, -1.658, -0.118)
N (1.714, -2.278, 0.250)
H (3.263, 1.885, 0.814)
H (1.504, 2.333, 0.448)
H (2.793, 2.009, -0.965)
H (0.901, 0.144, -1.662)
H (-3.009, 0.964, 1.236)
H (-3.016, 1.338, -0.471)
H (-2.030, 2.299, 0.765)
H (-2.724, -1.208, 0.436)
H (-1.996, -0.991, -1.331)
H (-0.989, -2.829, 0.430)
H (2.586, -1.777, -0.040)
H (1.570, -3.302, 0.594)

These are the Löwdin partial charges, in e, on atoms 1 to 6: number 1, C, carries -0.078; number 2, O, carries -0.164; number 3, C, carries -0.286; number 4, N, carries 0.132; number 5, C, carries -0.295; number 6, C, carries -0.006

***

Which is most stable, and by how much? version Q, by 72.1 kcal/mol.

***

Version P
C11H19NS in the gas phase, computed with wB97M-V/def2-TZVPD.

Calculated values
Frontier orbital gap ... 7.0 eV

Geometry (Å):
C (1.602, -0.228, -0.877)
C (0.995, 0.494, -2.024)
C (0.266, -1.385, 0.803)
C (0.633, 2.156, -0.238)
C (0.568, 1.715, -1.790)
C (0.288, 0.989, 0.743)
C (-0.132, 2.676, -2.645)
C (-0.322, 2.474, 2.699)
C (-1.525, -4.190, 0.349)
C (-0.610, 1.209, 1.926)
C (-0.200, -3.895, -0.370)
N (0.737, -0.206, 0.384)
S (1.093, -2.952, 0.649)
H (1.943, -1.287, -1.115)
H (2.449, 0.386, -0.652)
H (1.047, -0.038, -2.972)
H (-0.215, -1.327, 1.754)
H (1.564, 2.808, -0.016)
H (-0.226, 2.756, -0.188)
H (-0.954, 3.014, -1.930)
H (-0.538, 2.147, -3.556)
H (0.327, 3.641, -2.809)
H (-0.543, 3.436, 2.052)
H (0.692, 2.457, 2.921)
H (-1.037, 2.551, 3.442)
H (-1.970, -3.438, 0.961)
H (-2.244, -4.471, -0.483)
H (-1.536, -5.023, 1.031)
H (-1.596, 1.280, 1.348)
H (-0.526, 0.322, 2.541)
H (-0.368, -3.242, -1.312)
H (0.339, -4.829, -0.628)

These are the Löwdin partial charges, in e, on atoms 1 to 6: number 1, C, carries -0.113; number 2, C, carries -0.060; number 3, C, carries -0.484; number 4, C, carries -0.059; number 5, C, carries -0.285; number 6, C, carries -0.231

***

Version Q
C11H19NS in the gas phase, computed with wB97M-V/def2-TZVPD.

Calculated values
Frontier orbital gap ... 6.9 eV

Geometry (Å):
C (0.014, -1.534, 0.910)
C (1.194, -2.456, 0.789)
C (-1.280, 0.311, 0.195)
C (2.377, -0.458, 0.091)
C (2.460, -2.146, 0.441)
C (1.074, 0.572, 0.090)
C (3.702, -2.814, 0.380)
C (0.203, 3.091, -0.115)
C (-4.075, 1.311, -0.561)
C (1.145, 1.875, -0.789)
C (-3.780, -0.126, -0.512)
N (-0.036, -0.121, 0.344)
S (-2.705, -0.405, 0.908)
H (-0.938, -2.077, 0.425)
H (-0.137, -1.266, 1.961)
H (1.096, -3.499, 0.913)
H (-1.327, 1.345, -0.223)
H (3.067, -0.016, 0.771)
H (2.846, -0.291, -0.867)
H (3.492, -3.750, -0.182)
H (4.241, -2.904, 1.391)
H (4.395, -2.288, -0.273)
H (-0.118, 2.729, 0.896)
H (-0.513, 3.211, -0.924)
H (0.928, 3.851, 0.023)
H (-3.134, 1.947, -0.538)
H (-4.773, 1.486, -1.462)
H (-4.699, 1.616, 0.320)
H (2.237, 2.142, -0.832)
H (0.892, 1.782, -1.857)
H (-3.247, -0.312, -1.367)
H (-4.599, -0.806, -0.344)

These are the Löwdin partial charges, in e, on atoms 1 to 6: number 1, C, carries -0.128; number 2, C, carries -0.070; number 3, C, carries -0.478; number 4, C, carries -0.036; number 5, C, carries -0.257; number 6, C, carries -0.190

***

Which is most stable, and by how much? version P, by 43.2 kcal/mol.

***

Version P
14 unconnected molecules or ions with the total composition C5H41N3O13, computed with wB97M-V/def2-TZVPD.

Calculated values
Frontier orbital gap ... 9.6 eV

Geometry (Å):
C (-1.928, -2.249, -0.323)
C (-0.550, -2.770, -0.646)
C (-0.065, -2.073, -1.908)
C (1.035, -0.969, -1.659)
N (0.591, 0.431, -1.247)
C (1.571, 1.363, -1.802)
N (1.137, 2.792, -1.812)
N (-3.107, -3.013, -0.894)
H (-2.073, -1.283, -0.820)
H (-2.207, -2.170, 0.729)
H (-0.727, -3.852, -0.895)
H (0.100, -2.677, 0.226)
H (0.468, -2.721, -2.585)
H (-0.852, -1.572, -2.420)
H (1.628, -1.295, -0.795)
H (1.556, -0.919, -2.604)
H (-0.390, 0.581, -1.569)
H (2.528, 1.366, -1.245)
H (1.793, 1.171, -2.866)
H (0.718, 3.003, -0.917)
H (0.486, 3.009, -2.546)
H (-3.605, -3.441, -0.136)
H (-2.737, -3.766, -1.496)
H (-2.570, 2.572, -0.138)
H (-2.600, 1.993, -1.589)
O (-2.473, 2.813, -1.073)
H (-2.592, -0.471, -2.547)
H (-3.050, 0.916, -3.132)
O (-2.313, 0.429, -2.747)
H (1.870, -2.659, 3.888)
H (2.585, -1.439, 2.953)
O (1.987, -1.746, 3.632)
H (-0.137, 0.628, 0.685)
H (-1.317, 1.328, 1.278)
O (-0.357, 1.302, 1.363)
H (-4.002, 0.997, 1.348)
H (-3.165, -0.275, 1.074)
O (-3.272, 0.663, 0.822)
H (1.647, 5.129, 0.386)
H (1.152, 3.786, 1.130)
O (1.518, 4.656, 1.213)
H (-2.545, -1.798, 2.968)
H (-3.817, -1.026, 3.279)
O (-3.182, -1.191, 2.568)
H (1.579, 1.779, 3.159)
H (1.087, 2.448, 1.959)
O (1.884, 2.429, 2.514)
H (2.765, 0.416, 0.216)
H (3.502, 1.138, 1.383)
O (3.562, 0.410, 0.751)
H (-0.701, 0.619, -4.337)
H (0.408, 1.427, -3.966)
O (0.126, 0.926, -4.747)
H (4.114, 0.957, -2.562)
H (4.577, 0.610, -1.150)
O (4.292, 0.199, -1.994)
H (-0.027, -4.200, 2.722)
H (0.760, -4.233, 1.382)
O (0.775, -4.525, 2.300)
H (0.170, -1.191, 3.956)
H (-0.758, -0.068, 3.504)
O (-0.771, -0.979, 3.820)

These are the Löwdin partial charges, in e, on atoms 1 to 6: number 1, C, carries -0.268; number 2, C, carries -0.184; number 3, C, carries -0.160; number 4, C, carries -0.160; number 5, N, carries -0.050; number 6, C, carries -0.322

***

Version Q
14 unconnected molecules or ions with the total composition C5H41N3O13, computed with wB97M-V/def2-TZVPD.

Calculated values
Frontier orbital gap ... 9.2 eV

Geometry (Å):
C (-3.295, -0.537, -0.240)
C (-2.002, -0.780, 0.497)
C (-1.559, 0.302, 1.511)
C (-1.295, 1.699, 0.885)
N (0.157, 1.973, 0.766)
N (-0.817, -0.903, -0.407)
C (-0.799, -2.054, -1.337)
N (0.287, -1.813, -2.259)
H (-3.392, -0.816, -1.294)
H (-4.124, -1.025, 0.274)
H (-3.578, 0.519, -0.377)
H (-1.932, -1.713, 1.080)
H (-0.721, -0.174, 2.024)
H (-2.378, 0.458, 2.221)
H (-1.687, 2.408, 1.617)
H (-1.809, 1.695, -0.084)
H (0.516, 1.399, 0.011)
H (0.245, 2.951, 0.528)
H (-0.581, -0.075, -0.951)
H (-1.752, -2.218, -1.844)
H (-0.592, -2.986, -0.796)
H (0.053, -1.300, -3.095)
H (1.064, -1.283, -1.879)
H (1.492, 0.652, -2.075)
H (1.689, 1.993, -1.490)
O (1.004, 1.493, -1.964)
H (-1.943, -4.190, 1.302)
H (-1.115, -2.995, 1.786)
O (-1.980, -3.413, 1.893)
H (-4.421, 3.279, -1.139)
H (-3.301, 3.549, -2.135)
O (-4.251, 3.639, -2.006)
H (3.553, 0.763, 0.493)
H (4.504, 1.505, -0.447)
O (3.604, 1.193, -0.412)
H (3.657, -3.477, 0.481)
H (2.350, -2.655, 0.197)
O (3.045, -3.214, -0.210)
H (-2.883, 0.184, -4.813)
H (-1.780, -0.944, -4.343)
O (-2.323, -0.183, -4.136)
H (0.410, -1.253, 0.805)
H (1.014, -1.428, 2.107)
O (1.295, -1.506, 1.182)
H (3.079, -0.750, 1.465)
H (3.217, 0.254, 2.549)
O (3.759, -0.148, 1.844)
H (2.979, 3.033, 0.480)
H (3.236, 4.484, 0.059)
O (2.711, 3.929, 0.646)
H (0.795, 1.151, 2.252)
H (1.549, 1.631, 3.459)
O (1.502, 0.845, 2.874)
H (2.729, -1.754, -1.963)
H (3.065, -0.336, -1.377)
O (2.392, -0.859, -1.870)
H (-1.799, 0.992, -3.081)
H (-0.758, 1.557, -2.158)
O (-1.733, 1.576, -2.291)
H (-0.651, -1.663, 5.665)
H (0.384, -0.921, 4.652)
O (-0.081, -1.744, 4.870)

These are the Löwdin partial charges, in e, on atoms 1 to 6: number 1, C, carries -0.043; number 2, C, carries -0.362; number 3, C, carries -0.136; number 4, C, carries -0.214; number 5, N, carries 0.014; number 6, N, carries -0.049

***

Which is most stable, and by how much? version Q, by 22.0 kcal/mol.